Entry 1:
The following is a DFT calculation (the ωB97M-V functional and the def2-TZVPD basis) of a cluster of 6 separate species, C44H54F6IN6O7P2 in total in a non-equilibrium geometry.

```
120
Properties=species:S:1:pos:R:3
C 1.92 -4.83 0.22
C 0.68 -3.97 0.52
C 0.22 -3.32 -0.77
F -0.64 -4.19 -1.43
N -0.40 -2.01 -0.70
C -0.93 -1.54 0.49
N -2.14 -1.75 0.95
C -3.08 -2.58 0.17
C -3.03 -4.09 0.36
O -3.24 -4.80 -0.54
I -2.67 -4.97 2.28
P -2.77 -0.86 2.49
N -3.90 -1.87 3.21
O -1.54 -0.99 3.51
N -0.04 -0.72 1.10
C 1.05 -0.38 0.18
O 2.19 -1.10 0.59
N 3.42 -0.79 -0.23
O 4.26 -0.44 0.46
P 1.17 1.48 0.19
N -0.25 2.04 0.00
O 2.28 1.89 -0.88
O 1.81 1.80 1.61
C 0.39 -0.82 -1.13
O 1.22 -0.95 -2.20
C 0.56 -1.34 -3.41
C 1.52 -1.21 -4.59
C 2.17 0.18 -4.52
C 2.54 -2.39 -4.75
C 2.62 -3.34 -3.55
C 3.96 -1.92 -5.06
H 1.79 -5.39 -0.71
H 2.14 -5.49 1.05
H 2.77 -4.17 0.08
H -0.10 -4.63 0.87
H 0.97 -3.24 1.26
H 1.08 -3.19 -1.43
H -4.08 -2.24 0.45
H -2.95 -2.36 -0.88
H -3.52 -2.47 3.93
H -4.48 -2.42 2.59
H -1.31 -1.89 3.77
H -0.39 0.02 1.70
H -0.37 2.67 -0.78
H 1.87 1.80 -1.76
H 2.67 2.24 1.52
H -0.36 -0.05 -1.35
H 0.16 -2.35 -3.34
H -0.30 -0.68 -3.58
H 0.89 -1.22 -5.47
H 1.37 0.93 -4.43
H 2.67 0.38 -5.45
H 2.86 0.26 -3.69
H 2.22 -2.98 -5.61
H 1.68 -3.85 -3.37
H 2.94 -2.81 -2.65
H 3.35 -4.12 -3.78
H 3.97 -1.33 -5.98
H 4.37 -1.33 -4.25
H 4.60 -2.78 -5.21
F 7.49 5.85 -2.20
C 6.80 4.79 -1.76
C 5.81 4.26 -2.57
C 5.10 3.16 -2.12
C 5.37 2.61 -0.88
C 6.37 3.16 -0.08
C 7.09 4.26 -0.52
H 5.61 4.71 -3.54
H 4.33 2.73 -2.75
H 4.81 1.76 -0.53
H 6.58 2.74 0.89
H 7.88 4.70 0.08
F -5.17 3.14 3.86
C -4.08 3.11 4.64
C -3.43 1.91 4.83
C -2.30 1.87 5.63
C -1.84 3.04 6.23
C -2.50 4.24 6.03
C -3.63 4.28 5.23
H -3.82 1.02 4.36
H -1.78 0.94 5.78
H -0.95 3.01 6.86
H -2.15 5.14 6.50
H -4.16 5.21 5.05
F 2.59 0.10 -7.61
C 3.16 0.87 -8.58
C 4.47 1.27 -8.41
C 5.04 2.05 -9.41
C 4.31 2.42 -10.53
C 2.99 2.00 -10.66
C 2.41 1.21 -9.68
H 5.02 0.98 -7.53
H 6.07 2.38 -9.30
H 4.76 3.03 -11.30
H 2.42 2.28 -11.53
H 1.39 0.86 -9.76
F -1.89 7.30 6.66
C -2.50 7.93 7.69
C -3.88 7.90 7.76
C -4.50 8.54 8.82
C -3.75 9.21 9.78
C -2.37 9.22 9.68
C -1.73 8.57 8.63
H -4.45 7.38 7.00
H -5.58 8.53 8.89
H -4.24 9.71 10.60
H -1.78 9.74 10.43
H -0.65 8.57 8.54
F -6.83 -7.39 4.36
C -6.78 -7.91 3.12
C -6.22 -7.17 2.11
C -6.15 -7.71 0.83
C -6.65 -8.98 0.59
C -7.21 -9.71 1.63
C -7.28 -9.18 2.91
H -5.84 -6.18 2.32
H -5.71 -7.14 0.03
H -6.61 -9.40 -0.40
H -7.61 -10.70 1.45
H -7.70 -9.74 3.74
```

Properties
HOMO-LUMO gap: 0.2666 Eh
total charge: +1
lowest unoccupied orbital energy: -3.3300 eV
maximum force: 1.69 eV Å⁻¹
E_HOMO: -10.583 eV

Entry 2:
The following is a DFT calculation (the ωB97M-V functional and the def2-TZVPD basis) of a structure of composition C44H54N5O4SeTi.

```
109
Properties=species:S:1:pos:R:3
Ti -0.11 -0.47 -2.19
C 3.88 -0.63 -3.98
C 3.96 0.59 -4.69
C 2.88 1.41 -4.75
C 1.68 1.03 -4.11
N 1.63 -0.12 -3.38
C 2.71 -0.93 -3.34
C 0.44 1.71 -4.17
C 0.16 2.90 -4.90
C -1.16 3.32 -4.97
C -2.18 2.60 -4.39
C -1.85 1.43 -3.65
N -0.55 1.06 -3.50
C -2.78 0.50 -3.12
C -4.19 0.69 -3.11
C -5.00 -0.35 -2.76
C -4.44 -1.60 -2.43
C -3.07 -1.70 -2.39
N -2.24 -0.68 -2.68
H 4.71 -1.32 -3.93
H 4.89 0.88 -5.18
H 2.92 2.35 -5.29
H 2.59 -1.82 -2.74
H 0.95 3.44 -5.38
H -1.39 4.22 -5.52
H -3.21 2.90 -4.50
H -4.60 1.65 -3.38
H -6.08 -0.21 -2.75
H -5.05 -2.46 -2.18
H -2.59 -2.63 -2.11
C -5.24 1.08 3.62
C -3.88 0.42 3.90
C -4.14 -1.02 4.36
C -3.18 1.17 5.04
C -3.02 0.46 2.64
C -2.54 -0.67 2.00
C -1.78 -0.56 0.85
Se -0.98 -2.10 0.06
C 0.72 -1.97 0.91
C 1.00 -2.67 2.07
C 2.23 -2.53 2.69
C 3.12 -1.62 2.11
C 2.87 -0.87 0.97
C 1.65 -1.11 0.29
O 1.41 -0.58 -0.88
C 3.95 0.13 0.51
C 5.06 -0.64 -0.22
C 3.45 1.25 -0.42
C 4.55 0.84 1.73
C 2.64 -3.30 3.94
C 2.97 -2.32 5.07
C 3.87 -4.16 3.64
C 1.52 -4.22 4.42
C -1.50 0.67 0.25
O -0.84 0.75 -0.89
C -1.90 1.85 0.94
C -2.66 1.69 2.09
C -1.45 3.24 0.48
C -1.91 4.34 1.44
C -2.02 3.56 -0.90
C 0.08 3.28 0.42
H -5.87 1.07 4.51
H -5.12 2.11 3.30
H -5.76 0.55 2.82
H -4.76 -1.00 5.26
H -4.66 -1.60 3.60
H -3.21 -1.53 4.61
H -3.79 1.14 5.95
H -2.21 0.72 5.25
H -3.02 2.22 4.79
H -2.73 -1.66 2.40
H 0.23 -3.32 2.47
H 4.08 -1.49 2.60
H 4.66 -1.14 -1.11
H 5.85 0.04 -0.54
H 5.50 -1.40 0.42
H 3.14 0.88 -1.39
H 2.60 1.78 0.02
H 4.27 1.96 -0.56
H 5.05 0.17 2.42
H 5.29 1.57 1.39
H 3.77 1.38 2.28
H 3.80 -1.66 4.80
H 2.11 -1.69 5.31
H 3.26 -2.87 5.98
H 4.71 -3.55 3.31
H 4.18 -4.71 4.53
H 3.65 -4.88 2.85
H 0.61 -3.66 4.68
H 1.25 -4.96 3.67
H 1.84 -4.75 5.32
H -2.99 2.59 2.61
H -3.00 4.41 1.49
H -1.52 4.19 2.45
H -1.53 5.30 1.08
H -3.11 3.50 -0.90
H -1.73 4.57 -1.20
H -1.64 2.87 -1.65
H 0.51 3.09 1.41
H 0.48 2.55 -0.27
H 0.41 4.28 0.10
N -0.59 -1.36 -5.24
N 0.00 -2.61 -5.06
C 0.19 -3.13 -3.79
O 0.49 -4.30 -3.66
O 0.06 -2.28 -2.81
H -1.56 -1.42 -5.51
H -0.05 -0.79 -5.88
H -0.10 -3.32 -5.76
```

Properties
HOMO-LUMO gap (alpha / beta): 0.1692 / 0.2618 Eh
energy relative to the best compared isomer or geometry (same formula, charge and spin): 0.000 eV
expectation value of S²: 2.03
total charge: -1
lowest unoccupied orbital energy (alpha / beta): 2.3951 / 2.3122 eV
maximum force: 0.79 eV Å⁻¹
E_HOMO (alpha / beta): -2.209 / -4.811 eV
multiplicity: 3